Run one
{
  "formula": "C30H95N25O15",
  "method": "ωB97M-V/def2-TZVPD",
  "homo_ev": -8.7,
  "spin_multiplicity": 1,
  "symbols": ["C", "C", "C", "O", "C", "N", "H", "H", "H", "H", "H", "H", "H", "H", "H", "H", "H", "C", "C", "C", "O", "C", "N", "H", "H", "H", "H", "H", "H", "H", "H", "H", "H", "H", "C", "C", "C", "O", "C", "N", "H", "H", "H", "H", "H", "H", "H", "H", "H", "H", "H", "C", "C", "C", "O", "C", "N", "H", "H", "H", "H", "H", "H", "H", "H", "H", "H", "H", "C", "C", "C", "O", "C", "N", "H", "H", "H", "H", "H", "H", "H", "H", "H", "H", "H", "C", "O", "N", "N", "H", "H", "H", "H", "C", "O", "N", "N", "H", "H", "H", "H", "C", "O", "N", "N", "H", "H", "H", "H", "C", "O", "N", "N", "H", "H", "H", "H", "C", "O", "N", "N", "H", "H", "H", "H", "C", "O", "N", "N", "H", "H", "H", "H", "C", "O", "N", "N", "H", "H", "H", "H", "C", "O", "N", "N", "H", "H", "H", "H", "C", "O", "N", "N", "H", "H", "H", "H", "C", "O", "N", "N", "H", "H", "H", "H"],
  "coordinates": [[-0.4076, -4.4017, -3.2537], [-0.4186, -3.0361, -3.9729], [-0.0295, -3.0995, -5.5191], [1.1438, -3.6860, -6.0237], [2.3060, -3.1755, -5.3904], [-1.8618, -2.6780, -3.7033], [-0.4969, -4.1391, -2.1996], [0.5164, -4.9391, -3.4671], [-1.2215, -5.0369, -3.6032], [0.2193, -2.3630, -3.4001], [-0.2044, -2.1279, -5.9811], [-0.7584, -3.6445, -6.1189], [3.2254, -3.6403, -5.7463], [2.2803, -3.2183, -4.3016], [2.3116, -2.1287, -5.6941], [-2.1286, -2.7376, -2.7310], [-2.2120, -1.8175, -4.0996], [-4.3867, 4.4926, 2.1821], [-4.5470, 3.4075, 1.1280], [-3.3390, 3.4388, 0.1143], [-3.7044, 2.8089, -1.1133], [-2.8051, 3.1350, -2.2431], [-4.5618, 2.1455, 1.8125], [-3.4766, 4.4417, 2.7798], [-5.2869, 4.3968, 2.7891], [-4.4871, 5.4651, 1.7001], [-5.5155, 3.5071, 0.6379], [-2.4952, 2.9488, 0.6000], [-2.9790, 4.4559, -0.0413], [-1.8226, 2.7270, -2.0054], [-2.7836, 4.1713, -2.5804], [-3.2610, 2.5858, -3.0669], [-5.3910, 2.0672, 2.3838], [-4.6943, 1.4798, 1.0645], [1.4164, 2.4937, -0.6775], [2.9247, 2.2281, -0.5198], [3.5735, 3.2364, 0.5196], [3.3695, 4.5460, 0.1321], [3.7011, 5.5281, 1.1536], [3.0258, 0.7869, -0.1883], [0.7824, 2.3128, 0.1904], [1.1017, 1.7827, -1.4415], [1.1929, 3.4891, -1.0614], [3.3986, 2.3716, -1.4908], [4.6276, 3.0072, 0.6756], [3.1041, 3.1183, 1.4962], [2.9758, 5.5154, 1.9672], [3.5201, 6.5019, 0.6986], [4.7197, 5.4060, 1.5221], [2.1917, 0.4567, 0.2757], [3.0291, 0.2449, -1.0406], [-1.1550, 0.0812, -1.4261], [-1.3935, -1.0511, -0.4204], [-0.7352, -0.7134, 0.9230], [0.7075, -0.6709, 0.9841], [1.3852, -1.9628, 0.7494], [-2.8032, -1.1521, -0.3413], [-1.9048, 0.0227, -2.2151], [-0.1695, -0.0606, -1.8698], [-1.0865, 1.0768, -0.9879], [-1.2355, -2.0044, -0.9247], [-1.0470, -1.3332, 1.7637], [-1.1738, 0.2640, 1.1241], [2.4196, -1.9806, 1.0924], [1.5767, -2.1996, -0.2972], [0.8788, -2.8006, 1.2288], [-3.1184, -0.2019, -0.2075], [-3.0382, -1.6180, 0.5235], [-0.3402, 6.3341, -0.0682], [-0.5624, 6.6976, 1.4597], [-0.1114, 5.7557, 2.5781], [-0.6814, 4.4957, 2.2239], [-0.0445, 3.4024, 2.9452], [0.1254, 7.9659, 1.6853], [-0.3309, 7.0684, -0.8737], [-1.0419, 5.5740, -0.4117], [0.6549, 5.9016, -0.1716], [-1.6151, 6.9717, 1.5294], [-0.5646, 5.8446, 3.5654], [0.9751, 5.6863, 2.6314], [-0.1017, 3.4670, 4.0318], [1.0081, 3.3402, 2.6691], [-0.5862, 2.4863, 2.7099], [1.1353, 7.9528, 1.6851], [-0.0359, 8.5061, 0.8473], [-2.5663, 1.2915, 4.6014], [-2.0740, 0.9262, 5.6485], [-2.5921, 0.6300, 3.4891], [-3.0835, 2.4211, 4.2967], [-3.1016, 0.9830, 2.6916], [-2.1487, -0.2774, 3.4876], [-3.5140, 2.4993, 3.3864], [-3.1704, 3.1218, 5.0189], [-5.4535, -0.2619, -2.4468], [-5.5060, -1.4794, -2.6035], [-5.0179, 0.5495, -3.2922], [-5.9316, 0.3758, -1.3620], [-5.2346, 1.5180, -3.1049], [-4.3912, 0.1265, -3.9619], [-5.9570, 1.3853, -1.3410], [-6.0799, -0.1001, -0.4836], [5.8091, 0.2719, 2.0369], [6.7591, 0.0142, 2.7349], [4.7102, 0.8047, 2.4426], [5.4782, -0.3557, 0.9102], [3.9698, 0.7356, 1.7591], [4.6937, 1.3360, 3.3014], [6.0774, -1.0659, 0.5144], [4.5272, -0.2615, 0.5832], [-3.2628, -4.1450, 2.1576], [-3.4193, -2.9712, 2.0233], [-2.0855, -4.6003, 2.3375], [-4.1504, -5.0374, 1.9796], [-2.1099, -5.6075, 2.2663], [-1.1835, -4.1548, 2.4274], [-4.0010, -6.0360, 2.0040], [-5.0476, -4.6866, 1.6763], [0.2784, -2.2940, 4.3428], [0.2292, -3.4081, 3.7214], [-0.5486, -1.8900, 5.2820], [1.1323, -1.3423, 4.1748], [-1.3354, -2.4978, 5.4597], [-0.5385, -0.9745, 5.7083], [1.6785, -1.3259, 3.3254], [0.9827, -0.4667, 4.6556], [4.5777, -1.7701, -2.3262], [3.4547, -1.3072, -2.3328], [5.4712, -1.2805, -3.1736], [5.1227, -2.6610, -1.5794], [5.1841, -0.5974, -3.8599], [6.4311, -1.5938, -3.1507], [4.6501, -3.3067, -0.9632], [6.1288, -2.7319, -1.5250], [2.2174, -5.1566, 0.0872], [3.1718, -4.4715, 0.2420], [1.4668, -5.5366, 1.0830], [1.6821, -5.5132, -1.0372], [1.8416, -5.3022, 1.9911], [0.5547, -5.9588, 0.9831], [0.7505, -5.9003, -1.0861], [2.1347, -5.1990, -1.8837], [1.6631, 1.9811, -4.1360], [0.6218, 2.6159, -4.0419], [2.8661, 2.4426, -4.4242], [1.7500, 0.7009, -4.0407], [2.9374, 3.4448, -4.5278], [3.6027, 1.9325, -4.8903], [0.9113, 0.2312, -3.7308], [2.6442, 0.2337, -4.0888], [7.0636, -3.6538, 0.8161], [7.4477, -2.7725, 0.0748], [5.8361, -3.9997, 1.1235], [7.9389, -4.4550, 1.4313], [5.6831, -4.7547, 1.7768], [5.0371, -3.4253, 0.8960], [7.5323, -5.0024, 2.1764], [8.9332, -4.2833, 1.4768], [-6.5773, -3.1515, 0.2790], [-6.9698, -3.8595, 1.2211], [-7.4165, -2.4352, -0.4174], [-5.3901, -2.9395, -0.1428], [-8.3896, -2.6412, -0.2418], [-6.9863, -1.9679, -1.2027], [-4.5989, -3.3288, 0.3498], [-5.1723, -2.3525, -0.9353]]
}


Run two
{
  "formula": "C30H95N25O15",
  "method": "ωB97M-V/def2-TZVPD",
  "homo_ev": -8.6,
  "spin_multiplicity": 1,
  "symbols": ["C", "C", "C", "O", "C", "N", "H", "H", "H", "H", "H", "H", "H", "H", "H", "H", "H", "C", "C", "C", "O", "C", "N", "H", "H", "H", "H", "H", "H", "H", "H", "H", "H", "H", "C", "C", "C", "O", "C", "N", "H", "H", "H", "H", "H", "H", "H", "H", "H", "H", "H", "C", "C", "C", "O", "C", "N", "H", "H", "H", "H", "H", "H", "H", "H", "H", "H", "H", "C", "C", "C", "O", "C", "N", "H", "H", "H", "H", "H", "H", "H", "H", "H", "H", "H", "C", "O", "N", "N", "H", "H", "H", "H", "C", "O", "N", "N", "H", "H", "H", "H", "C", "O", "N", "N", "H", "H", "H", "H", "C", "O", "N", "N", "H", "H", "H", "H", "C", "O", "N", "N", "H", "H", "H", "H", "C", "O", "N", "N", "H", "H", "H", "H", "C", "O", "N", "N", "H", "H", "H", "H", "C", "O", "N", "N", "H", "H", "H", "H", "C", "O", "N", "N", "H", "H", "H", "H", "C", "O", "N", "N", "H", "H", "H", "H"],
  "coordinates": [[-2.8213, 1.2567, -20.1264], [-2.3605, 2.3259, -21.0983], [-3.4603, 2.8511, -21.9814], [-3.1067, 3.9342, -22.8516], [-2.0160, 3.6343, -23.7010], [-1.6025, 3.3637, -20.4038], [-1.9600, 0.6426, -19.8516], [-3.5844, 0.5634, -20.4864], [-3.2029, 1.5871, -19.1548], [-1.5667, 1.8812, -21.7081], [-4.2222, 3.3673, -21.3857], [-3.9947, 2.0427, -22.4949], [-2.2822, 2.8429, -24.4100], [-1.1068, 3.3929, -23.1473], [-1.8371, 4.5382, -24.2850], [-1.5495, 4.2560, -20.8814], [-2.0479, 3.6003, -19.5208], [-2.2392, -9.3426, -15.1042], [-2.7840, -10.7564, -15.0145], [-1.7247, -11.8509, -14.9160], [-0.7598, -11.8815, -15.9446], [-1.2688, -12.3306, -17.1816], [-3.6524, -10.8347, -13.8233], [-3.0243, -8.5947, -15.2179], [-1.5124, -9.2529, -15.9111], [-1.7430, -9.0887, -14.1627], [-3.3601, -10.9187, -15.9339], [-2.1999, -12.8111, -14.6838], [-1.1444, -11.6214, -14.0125], [-1.8297, -13.2759, -17.1557], [-0.3875, -12.5408, -17.7847], [-1.9817, -11.6019, -17.5778], [-4.3996, -11.5158, -13.8930], [-3.0120, -11.1817, -13.1124], [-8.2963, -3.8344, -13.0257], [-6.8948, -3.2415, -13.0850], [-6.7114, -2.2134, -14.2125], [-7.1595, -2.6713, -15.4789], [-8.3252, -2.0137, -15.9768], [-6.5453, -2.6419, -11.8202], [-8.5452, -4.2127, -14.0269], [-9.0632, -3.0749, -12.8413], [-8.4487, -4.6651, -12.3379], [-6.2828, -4.1234, -13.3001], [-5.6472, -1.9711, -14.2408], [-7.2225, -1.2847, -13.9375], [-8.5330, -2.4189, -16.9608], [-8.1049, -0.9412, -15.9974], [-9.1773, -2.0445, -15.2906], [-6.7091, -3.1703, -10.9733], [-7.0260, -1.7777, -11.5933], [-4.8722, -6.2171, -15.6294], [-4.1972, -5.4490, -16.7787], [-4.7355, -4.0361, -16.7791], [-4.1526, -3.2934, -17.8566], [-4.8335, -2.0740, -18.0112], [-2.7240, -5.5831, -16.5996], [-5.9572, -6.1023, -15.5719], [-4.4522, -5.9445, -14.6615], [-4.7148, -7.2800, -15.8214], [-4.4147, -5.9484, -17.7219], [-4.5281, -3.5068, -15.8443], [-5.8119, -4.1710, -16.8937], [-4.2180, -1.3799, -18.5865], [-5.2259, -1.6140, -17.1012], [-5.7550, -2.2070, -18.5974], [-2.5988, -5.3314, -15.6131], [-2.3047, -4.8110, -17.0987], [0.0715, 2.3667, -15.1557], [-1.4181, 2.7014, -15.2314], [-2.3954, 1.8428, -14.4388], [-2.0710, 0.4616, -14.6206], [-2.6470, -0.1887, -15.7267], [-1.6631, 4.1184, -14.9468], [0.3428, 1.3899, -15.5575], [0.5178, 2.4656, -14.1617], [0.5445, 3.1039, -15.8094], [-1.5922, 2.4262, -16.2818], [-3.4405, 2.0236, -14.6912], [-2.2026, 2.0476, -13.3815], [-2.5312, -1.2549, -15.5283], [-2.1856, 0.0181, -16.7002], [-3.7075, -0.0036, -15.9293], [-0.9301, 4.6652, -15.3954], [-1.3383, 4.2140, -13.9807], [-7.0652, 0.1842, -20.3731], [-7.2995, 0.1368, -19.1551], [-6.1572, -0.6174, -20.9690], [-7.6588, 1.0957, -21.1716], [-6.1030, -0.5590, -21.9708], [-5.8994, -1.4650, -20.4932], [-7.5619, 1.0295, -22.1672], [-8.2953, 1.7420, -20.7425], [-4.3786, -8.5374, -19.8243], [-3.7367, -9.5568, -20.0321], [-5.2382, -8.3880, -18.7691], [-4.1775, -7.3534, -20.4848], [-5.6776, -7.4817, -18.7564], [-5.3837, -9.0129, -17.9992], [-4.7526, -6.5507, -20.3068], [-3.6331, -7.3920, -21.3284], [-4.7325, -3.8200, -21.5575], [-4.5376, -3.4400, -22.7172], [-3.6891, -3.9479, -20.6756], [-5.9127, -4.1273, -21.0077], [-2.7986, -3.5893, -20.9670], [-3.9009, -4.0219, -19.6903], [-6.0126, -4.4005, -20.0294], [-6.6526, -4.2634, -21.6773], [-5.7469, 2.3986, -16.5110], [-5.4446, 3.0599, -15.5177], [-6.0431, 1.0768, -16.4479], [-5.7679, 2.9289, -17.7621], [-6.1417, 0.6463, -15.5482], [-6.4472, 0.6786, -17.2803], [-5.3501, 3.8398, -17.8230], [-6.2616, 2.4887, -18.5180], [-0.2378, -3.2924, -17.2867], [-0.5830, -3.3417, -16.0931], [1.0476, -3.1745, -17.6772], [-1.1480, -3.2732, -18.2962], [1.1606, -3.2806, -18.6683], [1.8175, -3.0616, -17.0494], [-2.1504, -3.2496, -18.1597], [-0.8254, -3.5125, -19.2178], [-6.7797, -10.3750, -15.4865], [-6.6058, -11.4826, -15.9674], [-5.7568, -9.4324, -15.3444], [-7.9709, -9.8606, -15.1064], [-4.7958, -9.6408, -15.5452], [-5.9895, -8.6373, -14.7738], [-7.9648, -8.9298, -14.7151], [-8.8254, -10.3830, -15.1086], [-7.7625, -5.8181, -18.2262], [-6.6970, -5.5611, -18.8161], [-8.9694, -5.2982, -18.5619], [-7.8245, -6.7749, -17.2794], [-9.0184, -4.6016, -19.2841], [-9.7161, -5.4026, -17.9038], [-8.6074, -6.8149, -16.6552], [-6.9838, -7.2637, -17.0155], [0.0216, -7.7175, -17.8349], [1.1504, -8.1187, -18.1572], [-0.9804, -7.6933, -18.7296], [-0.2301, -7.0768, -16.6598], [-0.7629, -7.7162, -19.7063], [-1.9235, -7.5030, -18.4312], [0.3791, -7.0496, -15.8675], [-1.1463, -6.6391, -16.6009], [-1.3089, -5.2779, -13.2587], [-1.6381, -6.1836, -12.5048], [-0.0633, -4.9766, -13.6921], [-2.1869, -4.4469, -13.8952], [0.6204, -5.5568, -13.2275], [0.1600, -4.1968, -14.2849], [-2.9987, -4.2394, -13.3323], [-1.8346, -3.7725, -14.5643], [-8.6372, -7.1007, -13.0790], [-7.9457, -7.1828, -14.1054], [-8.0815, -7.3487, -11.8599], [-9.9882, -7.0783, -13.0712], [-8.6156, -7.1531, -11.0318], [-7.1086, -7.5542, -11.7244], [-10.4951, -7.0696, -13.9351], [-10.4369, -7.0023, -12.1788]]
}


Winner for stability: run two


Run one
{
  "formula": "C4H3BrO",
  "method": "ωB97M-V/def2-TZVPD",
  "homo_ev": -9.1,
  "spin_multiplicity": 1,
  "symbols": ["C", "C", "C", "C", "O", "Br", "H", "H", "H"],
  "coordinates": [[-1.2705, 0.2009, -1.2084], [-2.0027, 0.6727, -0.3712], [0.0475, -2.8604, 0.2419], [-0.1302, -2.1015, -0.9763], [-0.4520, -1.4782, 0.0968], [-2.8340, 1.7690, 0.5737], [-0.6391, -0.5034, -1.7144], [-0.7673, -3.6161, 0.2510], [1.0233, -3.2340, 0.6890]]
}


Run two
{
  "formula": "C4H3BrO",
  "method": "ωB97M-V/def2-TZVPD",
  "homo_ev": [-10.5, -9.0],
  "spin_multiplicity": 1,
  "symbols": ["C", "C", "C", "C", "O", "Br", "H", "H", "H"],
  "coordinates": [[-0.6420, -0.8697, -0.9267], [-1.9345, -0.8453, -0.6320], [-1.9099, -0.2323, 0.5850], [-0.3702, -0.0054, 0.3197], [-2.5912, 0.1675, 1.4481], [-2.0088, -3.7644, -2.4167], [-0.0729, -1.6035, -1.4875], [0.2238, -0.4954, 1.0536], [-0.2751, 1.1021, 0.0026]]
}


Winner for stability: run two